Here is C22H27CoNO3S4Se as an isolated structure in a non-equilibrium geometry from the Open Molecules 2025 dataset. Energies are from ωB97M-V with the def2-TZVPD basis set.

HOMO-LUMO gap (alpha / beta)	8.07 / 5.90	eV
HOMO energy (alpha / beta)	-10.616 / -10.985	eV
total charge	+1
2S+1	5

Each line ends with the Löwdin charge.
Atoms and positions in Å:
Co 1.223 0.515 -0.705  -0.16
C 3.334 3.053 -1.286  -0.48
C 2.133 3.740 -0.691  -0.41
S 0.791 2.487 -0.461  0.80
C 0.544 2.537 1.387  -0.40
C 0.467 1.213 2.076  -0.42
S 1.576 -0.091 1.387  0.95
C 3.372 0.112 1.583  -0.42
C 3.926 1.275 0.762  -0.39
S 3.340 1.273 -1.016  0.93
H 3.311 3.200 -2.402  0.11
H 4.274 3.493 -0.903  0.10
H 2.187 4.255 0.261  0.08
H 1.688 4.488 -1.390  0.10
H 1.346 3.191 1.829  0.10
H -0.370 3.155 1.475  0.10
H 0.762 1.303 3.103  0.08
H -0.548 0.747 2.045  0.11
H 3.572 0.190 2.635  0.08
H 3.814 -0.830 1.179  0.09
H 3.800 2.274 1.299  0.12
H 5.010 1.173 0.709  0.09
C -5.953 1.673 2.347  -0.04
C -4.803 1.374 1.413  -0.24
C -4.271 2.327 0.504  -0.01
C -3.218 1.999 -0.373  -0.27
C -2.765 3.035 -1.454  -0.07
C -2.650 0.714 -0.371  -0.45
Se -1.075 0.290 -1.435  1.06
C -3.494 -0.237 0.130  -0.28
C -3.394 -1.641 -0.427  -0.04
C -4.425 0.064 1.135  0.00
H -5.929 1.034 3.195  0.06
H -6.918 1.534 1.765  0.12
H -5.802 2.694 2.673  0.07
H -4.481 3.408 0.558  0.12
H -2.811 2.725 -2.487  0.07
H -1.769 3.447 -1.323  0.03
H -3.430 3.912 -1.322  0.08
H -2.653 -2.263 0.024  0.05
H -3.215 -1.565 -1.493  0.07
H -4.370 -2.119 -0.393  0.09
H -4.859 -0.781 1.549  0.10
O 3.794 -1.314 -0.974  -0.05
C 2.743 -1.974 -1.139  -0.47
N 1.454 -1.429 -1.058  -0.24
S 0.238 -2.593 -1.040  0.63
O -0.509 -2.392 -2.296  -0.36
O -0.456 -2.741 0.197  -0.28
C 1.379 -3.893 -1.330  -0.23
C 1.070 -5.229 -1.264  -0.02
C 2.128 -6.156 -1.079  -0.03
C 3.429 -5.693 -0.895  -0.05
C 3.765 -4.322 -1.025  0.05
C 2.666 -3.419 -1.164  -0.13
H 0.045 -5.591 -1.214  0.13
H 1.951 -7.229 -1.084  0.11
H 4.257 -6.393 -0.766  0.11
H 4.778 -4.011 -0.958  0.11

Atoms 1-3, force components in eV/Å:
Co 0.603 -3.937 -1.443
C 0.417 0.532 -0.767
C -1.820 0.329 -0.531